ORCA calculation (ωB97M-V/def2-TZVPD) on C24H35BN8RhTe as an isolated structure at a distorted geometry.

Element x y z (Å)
Rh -0.721 0.860 0.077
C 0.782 4.750 1.087
C 0.924 3.497 0.488
N -0.172 2.771 0.696
N -1.016 3.515 1.430
C -0.470 4.717 1.668
B -2.397 2.947 1.781
N -3.072 2.535 0.444
C -4.274 2.877 -0.038
C -4.453 2.264 -1.264
C -3.278 1.542 -1.469
N -2.451 1.719 -0.441
N -2.199 1.670 2.609
C -2.570 1.370 3.864
C -2.140 0.090 4.149
C -1.501 -0.332 2.980
N -1.553 0.628 2.061
H 1.489 5.562 1.092
H 1.741 3.096 -0.089
H -1.006 5.460 2.234
H -3.056 3.747 2.387
H -4.916 3.537 0.522
H -5.305 2.335 -1.917
H -2.980 0.935 -2.308
H -3.111 2.085 4.462
H -2.270 -0.459 5.066
H -1.026 -1.274 2.755
C 7.490 -1.882 2.363
C 6.095 -1.476 1.970
C 5.850 -0.818 0.771
C 4.571 -0.440 0.379
C 4.400 0.280 -0.932
C 3.516 -0.758 1.249
Te 1.589 -0.302 0.646
C 3.714 -1.399 2.479
C 2.643 -1.737 3.484
C 5.023 -1.748 2.802
H 8.217 -1.595 1.607
H 7.551 -2.962 2.503
H 7.777 -1.417 3.307
H 6.681 -0.588 0.114
H 5.363 0.396 -1.425
H 3.970 1.272 -0.783
H 3.735 -0.264 -1.605
H 1.659 -1.380 3.189
H 2.886 -1.292 4.450
H 2.585 -2.818 3.624
H 5.200 -2.248 3.750
C -1.208 -0.548 -4.791
C -0.892 -1.810 -4.000
N -1.846 -2.101 -2.929
C -2.869 -3.122 -3.202
C -4.093 -2.583 -3.926
C -1.833 -1.380 -1.795
C -2.841 -1.697 -0.731
N -0.957 -0.436 -1.574
H -0.419 -0.359 -5.518
H -1.290 0.331 -4.148
H -2.149 -0.652 -5.331
H 0.111 -1.759 -3.571
H -0.895 -2.670 -4.666
H -3.160 -3.590 -2.268
H -2.392 -3.895 -3.802
H -4.557 -1.769 -3.366
H -4.834 -3.375 -4.047
H -3.837 -2.211 -4.918
H -2.697 -2.715 -0.366
H -3.860 -1.612 -1.108
H -2.719 -1.011 0.100
H -0.279 -0.303 -2.313

## Properties
Kohn-Sham gap (alpha / beta), eV: 5.047 / 5.225
M, Da: 676.92
Spin multiplicity: 1
Charge: +1

Taken from the Mulliken analysis, the atomic charges in e are: -0.624, -1.127, -0.355, 0.212, 0.277, -0.098, 0.055, -0.103, -0.042, -1.356, -0.289, 0.565, 0.180, -0.052, -1.186, -0.553, 0.466, 0.408, 0.458, 0.461, -0.062, 0.484, 0.416, 0.601, 0.446, 0.441, 0.568, -1.494, 0.547, -0.764, 0.597, -1.575, 0.113, 0.448, 0.661, -1.168, -0.550, 0.342, 0.347, 0.351, 0.253, 0.369, 0.258, 0.326, -0.108, 0.382, 0.366, 0.450, -0.765, -1.085, 0.177, -0.775, -0.951, 1.062, -1.398, 0.042, 0.382, 0.167, 0.263, 0.553, 0.400, 0.383, 0.411, 0.229, 0.398, 0.280, 0.608, 0.262, -0.039, 0.051